{
  "formula": "C57H39Br2ClCsF4N7O3P2S2Te",
  "method": "ωB97M-V with the def2-TZVPD basis set",
  "total_charge": -2,
  "homo_lumo_gap_ha": 0.1926,
  "lumo_ev": 2.52,
  "symbols": ["Cs", "O", "S", "C", "C", "C", "C", "C", "C", "P", "C", "C", "C", "C", "C", "C", "C", "C", "C", "C", "C", "C", "C", "C", "C", "C", "C", "C", "P", "C", "C", "C", "C", "C", "C", "C", "C", "C", "C", "C", "C", "H", "H", "H", "H", "H", "H", "H", "H", "H", "H", "H", "H", "H", "H", "H", "H", "H", "H", "H", "H", "H", "H", "H", "H", "H", "H", "H", "H", "Br", "C", "Br", "H", "H", "N", "N", "C", "N", "S", "H", "H", "H", "H", "H", "Cl", "C", "C", "C", "C", "O", "C", "C", "O", "C", "H", "H", "H", "H", "F", "C", "C", "F", "C", "C", "C", "F", "C", "C", "C", "N", "C", "N", "F", "C", "C", "N", "C", "N", "Te"],
  "xyz": [[-20.70994, 13.57619, -2.61829], [-18.19220, 17.21488, -2.65625], [-19.03900, 17.99311, -3.69008], [-18.07314, 18.04921, -5.27362], [-17.50486, 19.23616, -5.72100], [-16.74371, 19.23595, -6.91675], [-16.55328, 18.07846, -7.56669], [-17.18093, 16.91065, -7.13699], [-18.05020, 16.84257, -6.04751], [-19.11239, 15.35647, -5.60464], [-18.00751, 13.94450, -6.03816], [-17.35939, 13.34452, -4.95112], [-16.47790, 12.27237, -5.16831], [-16.26968, 11.89253, -6.47349], [-16.92174, 12.47022, -7.55227], [-17.82122, 13.50868, -7.36319], [-20.38718, 15.37783, -6.88198], [-20.60163, 16.35295, -7.75465], [-21.77345, 16.36353, -8.67791], [-22.52762, 15.30029, -8.83625], [-22.25644, 14.01195, -8.08884], [-21.25078, 14.14658, -6.93799], [-18.94639, 19.64967, -3.10590], [-17.74833, 20.34951, -2.91256], [-17.71565, 21.58173, -2.25632], [-18.86285, 22.00215, -1.60253], [-20.04784, 21.25880, -1.71278], [-20.14543, 20.14459, -2.52532], [-21.73224, 19.20377, -2.79445], [-22.04389, 19.49480, -4.63006], [-21.22297, 20.18989, -5.46186], [-21.53025, 20.27505, -6.82590], [-22.69327, 19.63724, -7.31041], [-23.54846, 18.94876, -6.43499], [-23.17039, 18.80845, -5.08290], [-22.96286, 20.31597, -2.10036], [-23.39893, 21.48062, -2.80461], [-24.31498, 22.35381, -2.22701], [-24.90465, 21.99765, -1.01359], [-24.64880, 20.74974, -0.44322], [-23.62661, 19.93696, -0.91451], [-17.69962, 20.18439, -5.26047], [-16.36517, 20.18950, -7.29163], [-16.04864, 18.03107, -8.50717], [-17.08930, 16.01533, -7.70438], [-17.58724, 13.63117, -3.91443], [-15.98681, 11.74404, -4.36048], [-15.63565, 10.98578, -6.71195], [-16.78446, 12.04493, -8.53061], [-18.33099, 13.99207, -8.21202], [-19.92671, 17.23636, -7.79484], [-21.98546, 17.28381, -9.19564], [-23.38451, 15.25392, -9.53465], [-21.91429, 13.22160, -8.80268], [-20.67709, 13.23743, -6.79679], [-16.78015, 19.92530, -3.20596], [-16.79900, 22.16780, -2.08058], [-18.84913, 22.92294, -1.01958], [-20.89418, 21.64809, -1.19781], [-20.37993, 20.69619, -5.05366], [-20.85160, 20.81269, -7.48438], [-23.00739, 19.86508, -8.32758], [-24.50479, 18.72517, -6.89370], [-23.85148, 18.33923, -4.39458], [-23.03461, 21.58931, -3.78081], [-24.60719, 23.21850, -2.76416], [-25.67035, 22.67336, -0.66508], [-25.28362, 20.49531, 0.44043], [-23.37842, 18.97835, -0.47828], [-23.04642, 14.72000, 1.45948], [-22.80316, 16.48388, 0.57568], [-20.95475, 16.73796, 0.10428], [-23.04846, 17.22773, 1.30218], [-23.37700, 16.51308, -0.34509], [-24.92209, 15.45136, -6.76375], [-24.81041, 14.19116, -7.37925], [-23.51247, 13.49793, -7.26060], [-23.74063, 12.11140, -7.50197], [-22.53823, 13.92153, -5.64138], [-24.65592, 16.10279, -7.48678], [-24.26935, 15.49568, -5.95615], [-25.44708, 13.60437, -6.88560], [-24.42223, 11.65835, -6.86435], [-22.89561, 11.57774, -7.51494], [-28.99537, 14.48292, -4.18142], [-27.76099, 15.44307, -3.44785], [-28.11932, 16.61594, -2.75883], [-27.18697, 17.30853, -2.00769], [-25.80363, 16.92562, -1.95141], [-24.97325, 17.57965, -1.26425], [-25.50118, 15.76704, -2.75059], [-24.17751, 15.24850, -2.80247], [-23.16876, 15.63696, -2.26940], [-26.46176, 15.07108, -3.50581], [-29.18225, 16.88334, -2.68976], [-27.46335, 18.18509, -1.41580], [-24.10417, 14.23291, -3.21194], [-26.15698, 14.22947, -4.10363], [-16.81069, 8.36845, -4.66099], [-17.52783, 8.88845, -5.68058], [-17.05227, 8.68217, -6.96415], [-15.89336, 8.05335, -7.08209], [-17.66915, 9.28550, -8.11453], [-18.86104, 9.97137, -7.78604], [-19.31171, 10.15953, -6.48825], [-20.47783, 10.82718, -6.35752], [-18.70605, 9.59047, -5.38678], [-19.31400, 9.71863, -4.01346], [-18.84470, 10.74033, -3.17483], [-18.51875, 11.64344, -2.50521], [-19.85000, 8.57851, -3.37646], [-20.42049, 7.61739, -3.01112], [-19.49689, 10.65924, -8.80049], [-16.99104, 9.28282, -9.40457], [-16.30921, 8.10857, -9.81088], [-15.75320, 7.20470, -10.24760], [-17.03848, 10.32832, -10.35851], [-17.13659, 11.19239, -11.11502], [-16.80267, 17.76724, -1.16460]],
  "mulliken_charge": [1.493, -0.747, 0.839, 0.799, -0.419, -1.009, -0.967, -0.208, -0.884, 0.895, 0.676, -0.660, -0.896, -0.441, -1.437, 0.124, 0.374, 0.159, -0.439, -1.395, -0.214, 0.851, 0.044, 0.191, -1.196, -0.745, -0.789, -0.387, 1.314, 0.031, -0.108, -0.688, -0.587, -0.454, -0.837, 0.268, -0.302, -0.647, -0.615, -0.205, -0.233, 0.420, 0.389, 0.417, 0.622, 0.687, 0.426, 0.388, 0.654, 0.502, 0.261, 0.428, 0.388, 0.291, -1.061, 0.590, 0.335, 0.389, 0.541, 0.480, 0.398, 0.448, 0.475, 0.505, 0.535, 0.447, 0.330, 0.300, 0.049, -0.208, 0.686, -0.097, 0.457, -1.003, -0.321, -0.350, 0.302, -0.732, -0.245, 0.291, 0.003, 0.329, 0.277, 0.281, -0.297, 0.232, -0.685, -0.675, 0.214, -0.443, 0.631, -0.125, -0.138, -0.824, 0.321, 0.361, 0.348, 0.317, -0.421, 1.172, -0.599, -0.418, 1.177, 0.007, 1.202, -0.437, 0.285, -0.723, 0.196, -0.881, 0.073, -0.752, -0.424, 0.473, -0.167, -0.738, -0.146, -0.755, -0.215]
}